Entry 1:
The following is a quantum chemistry calculation of C19H42B3Cl34O4P as an isolated structure in a non-equilibrium geometry, from the Open Molecules 2025 dataset.

Cartesian coordinates (Å):
Cl (8.00, 1.07, 2.34)
Cl (2.14, -4.20, 3.69)
Cl (1.28, 3.94, -9.41)
Cl (5.53, 0.55, 3.85)
Cl (0.01, 2.37, 5.61)
Cl (-6.52, -2.39, 2.08)
Cl (-1.96, -5.84, 4.62)
Cl (0.03, -5.02, -0.76)
Cl (-4.41, -9.75, 6.40)
Cl (-3.21, 0.40, 2.18)
Cl (-1.75, -3.08, -2.04)
Cl (0.20, 5.35, -11.74)
Cl (-3.11, -1.01, 4.75)
Cl (0.50, 8.97, -8.69)
Cl (-3.55, 3.06, 6.18)
Cl (-0.10, -5.60, -5.06)
Cl (-6.77, -4.04, -0.32)
Cl (-3.98, 8.42, -6.29)
Cl (-1.83, 6.77, -5.18)
Cl (2.94, 3.94, -0.45)
Cl (2.39, 1.63, -2.81)
Cl (-4.52, 4.51, 3.82)
Cl (-4.84, -5.31, 4.63)
Cl (0.18, 0.83, 8.09)
Cl (2.47, 1.13, 1.91)
Cl (-0.13, 0.36, 2.98)
Cl (-2.21, 6.12, -1.23)
Cl (-1.52, -10.26, 6.40)
Cl (3.04, 4.45, 2.41)
Cl (-0.40, 2.50, -2.71)
Cl (-4.54, 4.86, -2.48)
Cl (2.64, 7.30, -7.57)
Cl (2.44, -6.97, 2.79)
Cl (-1.89, -3.67, -6.33)
P (5.37, -0.79, -1.19)
O (2.05, -2.25, 0.93)
O (2.72, -2.01, -1.32)
O (4.19, -2.98, 0.27)
O (4.81, 0.18, -2.44)
C (0.91, 7.43, -7.91)
C (-4.13, -0.47, 3.40)
C (-1.13, -4.74, -2.06)
C (-2.80, -9.05, 6.61)
C (1.62, 0.33, 3.23)
C (2.79, 5.17, 0.81)
C (1.53, 4.37, -11.10)
C (-1.25, -5.31, -6.37)
C (7.29, 0.53, 3.87)
C (5.48, 0.39, 0.23)
C (-3.57, 6.90, -5.51)
C (-0.87, 1.40, 6.79)
C (-3.22, -4.62, 4.83)
C (-3.16, 4.64, -1.40)
C (-5.71, -3.53, 0.99)
C (-3.20, 3.57, 4.52)
C (1.26, 2.94, -3.15)
C (1.83, -5.90, 4.07)
C (0.54, -0.79, -0.62)
B (2.91, -3.32, 0.70)
B (3.99, -2.02, -0.71)
B (1.78, -1.71, -0.33)
H (5.26, -0.13, -3.23)
H (1.85, 0.85, 4.15)
H (7.62, -0.48, 4.07)
H (-3.08, -3.84, 4.09)
H (-2.30, 4.18, 4.53)
H (-5.41, -4.39, 1.56)
H (-1.29, 0.54, 6.28)
H (-2.66, -8.27, 5.88)
H (3.53, 5.94, 0.65)
H (-1.66, 2.00, 7.21)
H (1.54, 3.81, -2.57)
H (-3.04, 2.69, 3.92)
H (2.33, -6.15, 5.00)
H (-0.74, -5.47, -7.32)
H (1.79, 5.59, 0.77)
H (-2.08, -6.01, -6.27)
H (-1.96, -5.42, -1.93)
H (-3.14, -4.21, 5.83)
H (-4.58, -1.35, 2.95)
H (0.17, -0.36, 0.30)
H (1.95, -0.71, 3.28)
H (0.76, -6.04, 4.15)
H (-0.64, -4.92, -3.02)
H (-3.54, 4.36, -0.42)
H (1.60, 3.45, -11.68)
H (-4.10, 6.83, -4.57)
H (6.52, 0.61, 0.45)
H (2.45, 4.93, -11.18)
H (-3.85, 6.08, -6.16)
H (-0.25, -1.37, -1.10)
H (2.57, -4.45, 0.78)
H (0.88, -0.01, -1.30)
H (4.97, -0.05, 1.08)
H (1.29, 3.17, -4.21)
H (7.63, 1.20, 4.66)
H (0.62, 6.62, -8.57)
H (0.37, 7.36, -6.97)
H (-2.72, -8.65, 7.62)
H (4.95, 1.29, -0.07)
H (-2.52, 3.87, -1.80)
H (-4.90, 0.19, 3.80)
H (-4.84, -3.03, 0.56)

Calculated values
E_tot ... -17112.755571 Eh
Frontier orbital gap ... 0.2959 Ha
F_max ... 0.0246 hartree/bohr

Entry 2:
The following is a quantum chemistry calculation of C19H42ClO8P2Se2V as an isolated structure, from the Open Molecules 2025 dataset.

Cartesian coordinates (Å):
Se (-2.31, 1.28, -1.15)
Se (1.03, 2.10, -0.49)
V (-0.39, 0.16, 0.21)
Cl (-1.84, -2.06, 0.72)
P (1.26, -0.90, 2.78)
P (-1.40, 0.53, 3.23)
O (-2.78, -0.06, 3.51)
O (1.08, -0.38, 1.35)
O (-1.09, 1.84, 3.96)
O (-0.02, -0.98, -1.05)
O (2.23, -0.05, 3.62)
O (0.86, -2.84, -1.95)
O (-1.20, 0.87, 1.72)
O (1.69, -2.38, 2.63)
C (0.03, 2.78, -2.04)
C (1.27, -4.34, 4.00)
C (-1.17, 2.03, 5.46)
C (-4.81, 0.41, 4.75)
C (3.61, -3.72, 3.26)
C (-0.30, -0.82, 3.68)
C (0.08, -2.35, -1.22)
C (-0.92, -3.13, -0.38)
C (4.47, -0.07, 4.52)
C (-4.82, 0.20, 2.22)
C (2.50, 1.19, -1.38)
C (-2.06, 3.22, 5.70)
C (-2.24, 0.36, -2.87)
C (0.24, 2.19, 5.96)
C (3.68, 0.20, 3.27)
C (3.77, 1.62, 2.77)
C (-4.10, 0.69, 3.45)
C (2.27, -3.24, 3.74)
C (-1.42, 2.95, -1.65)
H (3.14, 1.78, 1.89)
H (0.69, 3.08, 5.52)
H (-5.00, -0.66, 4.85)
H (1.14, -4.96, 3.11)
H (-1.55, 3.62, -0.80)
H (3.15, 1.95, -1.81)
H (-1.63, 4.11, 5.24)
H (0.18, 2.08, -2.86)
H (0.30, -3.95, 4.31)
H (-1.63, -3.63, -1.04)
H (-1.63, 1.11, 5.86)
H (0.48, 3.73, -2.30)
H (3.93, -0.51, 2.48)
H (2.11, 0.52, -2.14)
H (-4.25, 0.39, 1.32)
H (-5.78, 0.72, 2.14)
H (-0.10, -0.79, 4.75)
H (-3.07, 3.06, 5.31)
H (5.53, 0.10, 4.31)
H (4.36, -1.10, 4.85)
H (2.37, -2.59, 4.61)
H (-4.24, 0.76, 5.61)
H (4.06, -4.35, 4.03)
H (3.03, 0.63, -0.62)
H (-2.14, 3.39, 6.77)
H (0.86, 1.33, 5.73)
H (-0.84, -1.75, 3.47)
H (4.17, 0.60, 5.32)
H (4.80, 1.84, 2.50)
H (-5.77, 0.93, 4.75)
H (-0.38, -3.87, 0.21)
H (1.65, -4.98, 4.80)
H (3.50, -4.32, 2.35)
H (0.22, 2.31, 7.04)
H (-2.00, 3.36, -2.49)
H (-5.02, -0.87, 2.31)
H (4.29, -2.89, 3.06)
H (-2.75, -0.59, -2.73)
H (-2.79, 0.97, -3.58)
H (-1.21, 0.20, -3.19)
H (-3.84, 1.75, 3.36)
H (3.46, 2.32, 3.55)

Calculated values
2S+1 ... 2
Energy above the lowest of the compared OMol25 structures with the same formula, charge and spin ... 0.0 kcal per mole
E_tot ... -8240.195807 Eh
Frontier orbital gap (alpha / beta) ... 0.2883 / 0.3105 Ha
F_max ... 0.0118 hartree/bohr
Charge ... +3

Entry 3:
The following is a quantum chemistry calculation of C19H42LaNO2P3 as an isolated structure in a non-equilibrium geometry, from the Open Molecules 2025 dataset.

Cartesian coordinates (Å):
La (1.02, -0.21, 0.40)
P (-0.95, 1.57, -0.79)
P (-1.15, -1.25, 1.92)
P (0.92, 2.34, 1.95)
O (-2.25, -2.71, -1.88)
O (2.93, -0.32, 1.70)
N (4.41, -0.95, 3.32)
C (-2.49, -3.10, -3.18)
C (-2.86, -0.67, 2.23)
C (2.82, 1.52, -1.50)
C (-2.53, -4.80, -4.88)
C (-0.45, 2.68, 3.13)
C (-0.54, -1.86, 3.52)
C (2.45, 0.40, -2.19)
C (-1.35, -2.90, 1.12)
C (5.26, 0.43, 1.57)
C (-2.68, -4.46, -3.54)
C (1.10, 4.02, 1.23)
C (-0.47, 2.70, -2.14)
C (-1.82, 0.33, -1.79)
C (4.13, -0.29, 2.20)
C (-2.09, -2.49, -5.46)
C (-2.33, 2.49, -0.06)
C (-2.18, -3.83, -5.83)
C (-2.38, -2.10, -4.16)
C (2.28, 2.55, 3.17)
H (-2.80, 1.92, 0.75)
H (1.70, 0.40, -2.99)
H (-2.05, -3.53, 1.69)
H (2.13, 3.54, 3.64)
H (-1.80, -1.72, -6.19)
H (-1.13, -0.23, -2.43)
H (2.42, 2.52, -1.73)
H (-2.46, -1.05, -3.85)
H (-2.78, 0.24, 2.85)
H (-2.39, -0.39, -1.20)
H (-3.06, 2.67, -0.86)
H (2.94, -0.58, -2.01)
H (-0.56, -1.04, 4.24)
H (3.69, -1.49, 3.79)
H (5.38, -0.99, 3.66)
H (-2.51, 0.90, -2.43)
H (-2.00, -4.12, -6.87)
H (-3.44, -1.42, 2.79)
H (-0.26, 3.70, -1.74)
H (-1.41, 2.77, 2.61)
H (1.07, 4.74, 2.07)
H (0.30, 4.26, 0.52)
H (2.24, 1.77, 3.94)
H (5.17, 1.53, 1.70)
H (-3.37, -0.44, 1.28)
H (-0.52, 1.86, 3.86)
H (-1.99, 3.46, 0.34)
H (-2.69, -5.84, -5.18)
H (6.22, 0.12, 2.03)
H (-2.95, -5.18, -2.75)
H (2.07, 4.10, 0.72)
H (0.50, -2.23, 3.39)
H (-0.39, -3.43, 1.01)
H (0.41, 2.33, -2.67)
H (3.26, 2.52, 2.69)
H (5.30, 0.21, 0.49)
H (-0.22, 3.62, 3.65)
H (-1.18, -2.69, 3.85)
H (-1.77, -2.66, 0.14)
H (3.60, 1.52, -0.72)
H (-1.32, 2.74, -2.82)
H (-2.15, -3.51, -1.32)

Calculated values
Energy above the lowest of the compared OMol25 structures with the same formula, charge and spin ... 0.0 kcal per mole
E_tot ... -2009.148036 Eh
Frontier orbital gap ... 0.1671 Ha
F_max ... 0.0437 hartree/bohr
Charge ... +3

Entry 4:
The following is a quantum chemistry calculation of a 7-piece molecular cluster, C19H42N13O11P overall in a non-equilibrium geometry, from the Open Molecules 2025 dataset.

Cartesian coordinates (Å):
P (-1.40, -1.16, 0.54)
O (-4.26, 1.14, 0.36)
O (-1.33, 0.28, -0.20)
O (-2.60, -1.90, -0.28)
O (5.61, -3.95, 2.07)
O (0.77, 3.19, -4.72)
O (-0.56, 0.62, 2.85)
O (6.24, 1.76, -3.41)
O (1.80, -5.58, 1.44)
O (-3.16, -5.64, 1.51)
O (-0.26, 4.20, 0.27)
O (-2.06, -0.82, 2.04)
N (-2.69, 1.32, 2.36)
N (6.40, -3.32, 0.04)
N (-1.25, -4.92, 0.52)
N (1.48, -3.66, 2.62)
N (4.14, -3.25, 0.49)
N (3.01, -5.23, 3.32)
N (-1.23, -6.79, 1.84)
N (7.31, -0.20, -3.84)
N (1.48, 5.06, 1.45)
N (5.00, -0.05, -3.97)
N (0.89, 2.83, 1.66)
N (1.85, 3.08, -2.73)
N (3.03, 2.97, -4.72)
C (2.08, -4.87, 2.41)
C (-4.82, 2.20, -0.40)
C (-3.85, 1.70, -2.65)
C (5.39, -3.53, 0.94)
C (-3.85, 2.50, -1.51)
C (-5.51, -0.63, 1.31)
C (-2.02, 2.99, -3.52)
C (0.65, 4.03, 1.08)
C (-2.02, 3.78, -2.38)
C (-2.94, 1.95, -3.67)
C (6.19, 0.58, -3.72)
C (1.81, 3.09, -4.09)
C (-5.00, 0.80, 1.52)
C (-1.68, 0.42, 2.49)
C (-2.94, 3.54, -1.37)
C (-2.37, 2.65, 2.84)
C (-1.97, -5.78, 1.31)
C (-4.02, 0.84, 2.76)
C (-2.08, 2.98, 4.08)
H (0.98, 3.15, -2.23)
H (-2.15, 0.80, -0.11)
H (1.32, 5.95, 1.04)
H (2.70, 2.99, -2.20)
H (-1.32, 4.59, -2.25)
H (7.29, -1.17, -4.09)
H (-4.57, 0.90, -2.74)
H (-5.77, 1.89, -0.83)
H (-2.95, 4.14, -0.47)
H (0.78, -3.36, 1.96)
H (7.34, -3.52, 0.34)
H (-1.69, 2.26, 4.79)
H (-2.39, 3.42, 2.08)
H (1.69, -3.07, 3.40)
H (3.48, -6.11, 3.19)
H (4.17, 0.50, -3.89)
H (4.92, -1.02, -4.23)
H (-2.78, -1.48, -1.13)
H (3.25, -4.67, 4.11)
H (-6.24, -0.92, 2.05)
H (6.25, -2.98, -0.89)
H (3.37, -3.40, 1.12)
H (8.19, 0.24, -3.66)
H (-0.25, -6.90, 1.68)
H (3.03, 2.99, -5.72)
H (-5.94, -0.68, 0.31)
H (-2.94, 1.32, -4.55)
H (1.62, 2.67, 2.33)
H (-1.28, 3.20, -4.28)
H (-5.83, 1.48, 1.68)
H (-4.65, -1.29, 1.30)
H (2.23, 4.95, 2.11)
H (3.90, 2.88, -4.23)
H (0.29, 2.07, 1.41)
H (-1.71, -7.45, 2.43)
H (-0.26, -5.02, 0.35)
H (-4.98, 3.09, 0.21)
H (-2.18, 4.01, 4.37)
H (-1.75, -4.15, 0.11)
H (3.95, -2.90, -0.43)
H (-3.97, -0.15, 3.18)
H (-4.41, 1.51, 3.51)

Calculated values
SMILES ... C=CN(C[C@H](C)OCc1ccccc1)C(=O)OP(O)O.NC(N)=O.NC(N)=O.NC(N)=O.NC(N)=O.NC(N)=O.NC(N)=O
E_tot ... -2630.315250 Eh
Frontier orbital gap ... 0.3283 Ha
F_max ... 0.0368 hartree/bohr

Entry 5:
The following is a quantum chemistry calculation of a 5-piece molecular cluster, C19H42N9O9 overall in a non-equilibrium geometry, from the Open Molecules 2025 dataset.

Cartesian coordinates (Å):
O (-4.45, 0.76, 0.15)
O (3.62, -2.97, 0.16)
O (-3.74, 3.59, -2.63)
O (4.34, 0.66, 5.30)
O (-1.73, -0.53, -2.04)
O (0.76, -2.51, -3.66)
O (2.74, -4.69, 1.07)
O (5.95, -1.25, 1.01)
O (-1.05, -1.52, 1.43)
N (1.23, -1.45, 1.09)
N (3.69, -4.06, 1.14)
N (4.47, -1.61, 5.51)
N (-3.17, 5.57, -3.61)
N (-4.39, 2.66, 1.40)
N (3.55, -1.79, 0.78)
N (2.83, 0.13, 1.80)
N (0.79, -4.78, -3.42)
N (4.62, -1.02, 1.15)
C (-1.59, 1.64, -3.10)
C (2.48, -1.06, 1.21)
C (-4.02, 4.57, -3.29)
C (-4.74, 3.51, 0.27)
C (-1.80, 5.51, -3.14)
C (-1.87, -1.25, 0.26)
C (1.62, -4.71, -2.23)
C (4.10, -2.91, 5.00)
C (0.44, -3.62, -4.03)
C (-1.15, -1.45, -1.11)
C (-3.59, 6.71, -4.41)
C (-4.18, 3.27, 2.70)
C (0.37, -6.07, -3.91)
C (-1.22, 0.78, -1.85)
C (4.20, 0.11, 1.74)
C (5.31, -1.53, 6.70)
C (-4.28, 1.33, 1.21)
C (0.05, -0.66, 1.51)
C (4.07, -0.46, 4.92)
H (-2.34, -0.25, 0.39)
H (5.00, -3.47, 4.74)
H (-0.06, -1.22, -1.09)
H (-1.24, 6.38, -3.48)
H (-0.13, 0.82, -1.65)
H (3.47, -2.82, 4.11)
H (-2.98, 6.75, -5.32)
H (-0.12, 0.24, 0.87)
H (-1.32, 4.60, -3.53)
H (6.23, -0.99, 6.46)
H (1.81, -5.71, -1.85)
H (-1.27, -2.50, -1.44)
H (3.54, -3.46, 5.77)
H (2.56, -4.21, -2.46)
H (1.25, -6.67, -4.15)
H (3.44, -0.63, 4.03)
H (-1.71, 1.29, -0.97)
H (-1.39, 1.00, -3.98)
H (-5.09, 3.79, 3.01)
H (4.84, 0.91, 2.13)
H (-3.36, 3.99, 2.63)
H (-1.03, 2.59, -3.13)
H (1.06, -2.34, 0.63)
H (-4.02, 0.79, 2.14)
H (-3.45, 7.62, -3.83)
H (-3.93, 2.52, 3.44)
H (4.78, -0.98, 7.48)
H (-5.71, 3.20, -0.13)
H (-0.24, -5.97, -4.81)
H (6.27, -1.44, 1.92)
H (-5.03, 4.72, -3.70)
H (1.10, -4.12, -1.46)
H (-0.21, -6.58, -3.14)
H (-4.79, 4.55, 0.59)
H (-3.99, 3.40, -0.51)
H (-2.70, -1.98, 0.30)
H (5.55, -2.53, 7.06)
H (-4.64, 6.62, -4.69)
H (-2.69, 1.87, -3.02)
H (0.21, -0.32, 2.56)
H (-0.18, -3.78, -4.92)
H (-1.79, 5.47, -2.05)

Calculated values
E_tot ... -1918.585725 Eh
Frontier orbital gap ... 0.2113 Ha
F_max ... 0.0699 hartree/bohr
Charge ... +1

Entry 6:
The following is a quantum chemistry calculation of C19H42NO3P3Pb as an isolated structure in a non-equilibrium geometry, from the Open Molecules 2025 dataset.

Cartesian coordinates (Å):
Pb (0.41, -0.46, 0.30)
P (0.28, -0.08, -2.63)
P (0.08, 2.56, 0.57)
P (-2.53, 0.65, -0.64)
O (1.98, -1.62, 0.90)
O (-1.07, -2.51, 0.99)
O (0.46, -3.06, -0.61)
N (-2.64, -4.56, 0.60)
C (0.61, -0.37, 5.30)
C (5.13, -0.60, -0.55)
C (3.14, -1.06, 0.72)
C (-3.57, -0.82, -0.96)
C (3.60, -0.24, 1.76)
C (4.80, 0.43, 1.56)
C (1.90, -0.68, -3.22)
C (-0.69, -3.29, 0.10)
C (-1.45, -4.46, -0.32)
C (5.59, 0.28, 0.44)
C (3.96, -1.28, -0.45)
C (-3.30, 1.80, -1.85)
C (-0.16, 2.71, 2.37)
C (-0.83, 4.02, -0.02)
C (-0.74, -0.47, 5.17)
C (0.13, 1.58, -3.37)
C (1.81, 3.12, 0.44)
C (-3.34, 1.20, 0.90)
C (-0.89, -1.13, -3.56)
H (0.20, 1.82, 2.90)
H (-1.22, 2.86, 2.59)
H (-0.95, -2.12, -3.08)
H (-1.88, 3.96, 0.30)
H (-0.77, 4.07, -1.12)
H (-3.52, -4.27, 0.15)
H (-3.43, -1.55, -0.15)
H (0.42, 3.59, 2.68)
H (-3.06, 1.47, -2.86)
H (2.50, 2.28, 0.63)
H (2.71, -0.10, -2.75)
H (3.02, -0.15, 2.67)
H (5.15, 1.08, 2.36)
H (-4.39, 1.80, -1.70)
H (1.98, 3.52, -0.56)
H (0.53, 2.33, -2.66)
H (-0.92, 1.84, -3.57)
H (-0.55, -1.26, -4.59)
H (0.85, -2.33, -0.15)
H (-4.43, 1.13, 0.77)
H (-3.06, 2.23, 1.16)
H (-3.03, 0.52, 1.70)
H (-2.47, -3.94, 1.43)
H (1.03, 0.13, 6.16)
H (-1.49, 0.04, 5.84)
H (1.97, -0.60, -4.31)
H (-1.90, -0.70, -3.56)
H (0.70, 1.64, -4.30)
H (-0.34, 4.89, 0.42)
H (-4.62, -0.49, -0.98)
H (-1.82, -4.39, -1.35)
H (1.31, -0.91, 4.64)
H (-2.90, 2.81, -1.69)
H (2.01, -1.73, -2.90)
H (6.52, 0.83, 0.34)
H (5.75, -0.74, -1.41)
H (1.94, 3.89, 1.20)
H (-0.88, -5.38, -0.24)
H (-3.30, -1.27, -1.92)
H (-2.79, -5.53, 0.90)
H (3.59, -2.00, -1.19)
H (-1.12, -0.94, 4.26)

Calculated values
Energy above the lowest of the compared OMol25 structures with the same formula, charge and spin ... 74.4 kcal per mole
E_tot ... -2244.910808 Eh
Frontier orbital gap (alpha / beta) ... 0.1642 / 0.1344 Ha
F_max ... 0.1233 hartree/bohr
Charge ... +4